Molecular formula: C36H55AlBF5MgN4O10
Method: DFT, the ωB97M-V functional and the def2-TZVPD basis

```
113
Properties=species:S:1:pos:R:3:forces:R:3:lowdin_charge:R:1
C -2.184741 -5.657589 1.569877 -1.0 0.1 -2.6 -0.093
C -1.145775 -5.119546 0.374282 -0.6 0.3 1.6 -0.160
C -0.891258 -3.531559 0.692713 -0.3 0.0 0.3 -0.270
C 0.258952 -3.285281 1.881969 0.1 0.2 -0.4 -0.053
C -0.613685 -2.591230 -0.620804 0.3 2.0 1.5 -0.135
C 0.726313 -2.826627 -1.540184 0.2 1.3 0.3 -0.140
C 1.611804 -4.191778 -1.392724 0.7 -0.6 -1.2 -0.086
C 1.304038 -5.359478 -2.499337 1.5 -1.3 -0.4 -0.330
O -0.115927 -5.747239 -2.617588 1.5 -0.5 0.6 -0.133
C 1.943615 -5.056638 -4.000932 -1.2 -0.3 -0.4 -0.210
N 2.049543 -6.366216 -4.798956 -1.3 0.8 -0.1 -0.044
C 0.216730 -2.304075 -3.005653 -3.9 0.5 1.4 0.176
N -1.136029 -1.959564 -2.903167 2.1 -0.6 0.0 0.112
C -1.904600 -2.146267 -1.579083 0.3 0.2 1.6 -0.285
C -3.202632 -3.138671 -1.673430 -1.0 -0.1 -1.0 -0.168
C -3.173400 -4.221597 -2.901970 -0.2 -0.7 -0.3 -0.115
C -2.565129 -0.721606 -1.003897 -1.3 3.9 1.1 -0.052
C -2.565198 0.692340 -1.893483 -1.6 -1.2 4.2 0.031
C -3.269357 2.002207 -1.205060 0.4 -2.4 0.8 -0.075
N -3.898225 2.107192 0.155383 2.5 -5.4 -2.3 -0.023
C -3.903598 0.825315 0.938769 1.2 -1.1 -2.3 -0.099
C -3.304704 -0.633386 0.493891 0.4 3.6 -2.8 0.003
H -3.075715 -4.883319 1.730068 2.1 -1.7 0.1 0.116
H -2.670415 -6.638935 1.154799 1.0 1.6 1.3 0.116
H -1.611682 -5.883128 2.573406 -1.0 0.5 -1.3 -0.061
H -1.733978 -5.267403 -0.629046 1.5 0.2 1.9 0.109
H -0.164252 -5.769439 0.434351 -2.1 1.3 -0.5 0.118
H -1.903472 -3.127721 1.180355 2.2 -0.7 -1.2 0.111
H 1.291664 -3.775447 1.627718 -2.0 0.8 0.4 0.084
H 0.457507 -2.131289 2.035259 -0.7 -2.4 -0.3 0.084
H -0.078358 -3.734196 2.925801 0.5 0.9 -2.1 0.073
H -0.357800 -1.543872 -0.107049 -0.6 -2.2 -1.0 0.145
H 1.469455 -1.974633 -1.156728 -1.6 -1.6 -1.2 0.154
H 2.750765 -3.874111 -1.553023 -2.5 -0.7 0.2 0.134
H 1.578702 -4.697232 -0.327208 -0.3 1.4 -2.1 0.107
H 1.872556 -6.337180 -2.116691 -1.1 1.9 -0.6 0.135
H -0.186572 -6.717208 -2.306499 0.7 1.7 -0.3 0.100
H 1.180200 -4.385796 -4.609748 1.5 -0.7 1.4 0.104
H 3.014919 -4.586016 -3.972459 -2.1 -0.7 0.2 0.128
H 1.166782 -6.944275 -4.672065 1.4 1.1 0.0 0.083
H 2.058410 -6.130920 -5.831813 0.1 -0.3 1.7 0.082
H 0.753742 -2.165985 -4.035916 -0.9 -0.2 2.3 0.175
H -1.753612 -1.572297 -3.672608 1.6 -0.7 0.7 0.187
H -3.400696 -3.708902 -0.661506 0.7 1.4 -1.9 0.109
H -4.170591 -2.461635 -1.846962 2.3 -1.4 0.5 0.135
H -3.418234 -5.296987 -2.445450 0.4 2.4 -1.3 0.098
H -3.965485 -3.926593 -3.744826 1.6 -0.8 2.1 0.101
H -2.146550 -4.334271 -3.448968 -1.8 0.3 1.3 0.064
H -2.053596 0.673335 -2.960731 -1.2 0.5 2.5 0.098
H -3.275422 2.996204 -1.867442 0.0 -2.4 1.8 0.121
H -4.424938 0.865174 2.012699 1.3 0.1 -2.7 0.110
H -3.412201 -1.552008 1.215221 0.2 2.1 -1.7 0.078
C -2.533125 4.181670 2.419969 0.2 -2.0 -1.4 0.000
C -2.057628 5.462663 3.125513 -1.2 -0.3 2.5 -0.485
C -1.250081 6.317691 2.134894 2.5 1.0 -1.8 0.029
O -1.248624 5.107901 4.108758 -1.1 0.9 -1.5 0.219
H -1.699058 3.575747 2.041934 -0.1 0.2 0.1 0.099
H -3.129063 3.550907 3.091697 0.3 0.5 0.2 0.098
H -3.167138 4.433406 1.561530 0.2 0.4 0.2 0.098
H -2.967149 6.038556 3.347260 0.3 0.2 0.9 0.153
H -0.368527 5.790795 1.746298 -0.3 0.0 0.2 0.078
H -0.906181 7.251445 2.597635 -0.3 -0.4 0.3 0.111
H -1.871365 6.590564 1.273610 -0.5 -0.3 0.2 0.092
B 2.022337 -6.139056 4.259638 4.1 -1.3 0.0 -1.065
F 1.528093 -6.183077 2.893045 -1.1 0.1 1.7 0.058
F 3.311194 -5.466923 4.287430 -2.5 -0.7 0.0 0.083
F 1.078614 -5.411906 5.093032 -1.3 -0.8 -1.0 0.041
F 2.171314 -7.494015 4.765035 -1.2 2.4 -0.9 0.089
F 0.951771 4.477836 0.574892 -0.4 -0.3 0.5 0.038
C 1.774172 5.002976 -0.342986 1.1 0.6 -1.2 -0.286
C 2.792363 4.220719 -0.876854 -0.1 0.0 0.1 -0.020
C 3.645686 4.765499 -1.836351 -0.2 0.4 0.1 -0.083
C 3.477827 6.091289 -2.243640 0.0 -0.1 0.1 -0.074
C 2.456008 6.869920 -1.698157 0.1 -0.4 0.0 -0.069
C 1.596038 6.321436 -0.747026 -0.1 -0.1 0.1 -0.021
H 2.912676 3.195527 -0.542253 -0.1 0.1 -0.1 0.109
H 4.439961 4.159831 -2.265585 -0.2 0.1 0.1 0.108
H 4.146406 6.517157 -2.988764 -0.1 -0.1 0.2 0.110
H 2.329875 7.902798 -2.013686 0.0 -0.2 0.1 0.111
H 0.790978 6.909658 -0.319240 0.0 0.0 0.0 0.098
Mg -0.700298 -6.389224 4.105216 2.1 0.2 0.2 1.307
O 4.858529 -3.697931 6.352576 -0.6 0.2 0.0 -0.060
H 4.281173 -4.345432 5.921032 0.2 -0.1 0.0 0.008
H 4.381011 -3.461369 7.161900 0.3 -0.1 -0.2 0.043
O 1.144001 -8.060099 -1.196234 -1.0 0.2 -1.2 -0.281
H 1.505669 -7.825716 -0.361079 0.7 0.2 1.3 -0.115
C 2.245783 1.279450 -3.710483 -0.1 -1.8 -0.2 -0.861
O 1.083869 1.734660 -3.839779 -1.2 -1.1 -0.1 -0.017
O 3.117693 2.260931 -3.527251 0.8 1.3 0.3 0.066
O 2.683471 0.107376 -3.726814 -0.8 -0.1 0.3 -0.023
H 2.407506 2.932257 -3.580770 0.9 1.0 0.1 0.101
N -1.972719 8.701137 -0.069163 -0.9 0.4 -0.5 0.046
C -2.892867 9.468247 0.555516 0.6 -0.5 -0.2 -0.146
C -3.891947 10.165035 -0.105145 0.1 0.0 -0.2 -0.060
C -3.950984 10.074497 -1.491802 0.0 0.0 0.0 -0.057
C -3.016067 9.293813 -2.163799 -0.1 0.2 0.2 -0.059
C -2.056467 8.631178 -1.415472 0.3 -0.2 0.7 -0.141
H -2.803031 9.509564 1.637127 -0.1 0.1 -0.1 0.103
H -4.606370 10.764114 0.447992 0.1 -0.1 0.0 0.110
H -4.719222 10.607588 -2.044318 0.1 -0.1 0.1 0.115
H -3.034785 9.203126 -3.243934 0.0 0.0 0.1 0.111
H -1.307001 8.006588 -1.893486 -0.1 0.1 0.0 0.101
C 3.462133 -1.295561 3.848474 0.4 -0.9 1.0 -0.151
C 4.143154 0.029744 3.961455 1.0 0.1 1.6 -0.125
O 3.751874 0.698659 2.777576 -0.4 -0.2 -1.2 -0.065
C 2.584178 0.124476 2.364712 -2.8 0.9 -1.0 -0.684
O 1.878455 0.563921 1.472228 1.9 -1.1 1.6 0.133
O 2.309070 -1.004395 3.081260 0.0 1.2 -1.0 0.020
H 3.185533 -1.706072 4.823467 0.0 -0.1 -0.3 0.150
H 4.067727 -2.032504 3.310651 0.0 -0.2 0.2 0.107
H 3.795212 0.606351 4.825029 0.1 0.0 -0.2 0.159
H 5.231359 -0.064577 4.012166 -0.2 0.2 -0.1 0.154
Al 4.579111 -0.803462 0.869968 0.3 0.2 -0.7 1.247
```
Forces are in eV/Å.

Calculated values
- Total charge: +2
- F_max: 0.1251 hartree/bohr
- HOMO energy: -11.002 eV
- Orbital gap: 1.096 eV

***

Molecular formula: C36H55As2N5PTeV
Method: DFT, the ωB97M-V functional and the def2-TZVPD basis

```
101
Properties=species:S:1:pos:R:3:forces:R:3:lowdin_spin:R:1
V 0.676504 -0.772537 0.118866 -0.6 -0.1 -0.3 2.709
N 0.287325 -3.126891 4.043289 -0.5 -0.1 0.1 0.000
C -0.690179 -2.733536 2.983789 0.5 0.5 0.9 0.005
C -0.558610 -3.525242 1.703384 0.6 -0.2 0.0 0.004
N 0.475346 -2.999340 0.717106 -1.1 0.4 0.9 0.008
C 0.176010 -3.598286 -0.560463 0.4 -1.0 -0.9 0.006
C -0.787417 -2.838757 -1.448825 -1.1 -0.5 0.8 0.004
N -0.076923 -1.607570 -1.833921 0.4 -0.7 0.4 0.011
C 1.836621 -3.258308 1.216800 0.0 -0.1 -1.2 0.008
C 2.932468 -2.886775 0.207954 -0.7 0.2 1.1 0.006
N 2.810140 -1.494499 -0.254935 -1.1 -0.8 -0.2 0.019
H 0.059047 -4.070112 4.378169 0.1 0.4 -0.3 0.000
H 0.188352 -2.545964 4.886215 -0.1 -0.1 -0.6 0.000
H -0.521621 -1.693791 2.692038 0.1 0.2 0.2 0.004
H -1.730530 -2.743374 3.346424 0.2 -0.3 -0.2 0.000
H -1.542250 -3.432792 1.251006 0.2 -0.3 -0.5 0.000
H -0.337681 -4.611043 1.918265 -0.2 0.9 -0.3 0.000
H -0.000255 -4.670778 -0.479701 -0.7 -0.2 0.2 0.001
H 1.048444 -3.618302 -1.175599 1.1 0.2 -0.3 0.001
H -1.730356 -2.591278 -0.902253 0.8 0.2 -0.5 0.000
H -1.080027 -3.499575 -2.285408 0.2 0.4 0.1 0.000
H -0.712114 -0.973561 -2.254155 -0.7 0.9 -0.4 0.003
H 0.642833 -1.833288 -2.512730 0.1 0.0 -0.1 0.002
H 1.949013 -4.312764 1.461846 0.1 -0.2 0.4 0.000
H 1.948037 -2.624011 2.076796 0.1 -0.2 0.6 0.002
H 2.942515 -3.557429 -0.637635 0.1 -0.1 -0.3 0.000
H 3.845666 -2.998838 0.749677 0.9 -0.4 0.2 0.000
H 3.146351 -1.534930 -1.188738 0.2 0.5 -1.2 0.003
H 3.394054 -0.860469 0.242423 0.7 0.3 0.4 0.003
C 2.953908 -0.659443 3.719905 -0.9 0.3 0.3 0.000
As 1.970875 0.135765 2.225938 0.6 0.8 0.7 0.030
C 0.960094 1.485390 3.210986 -0.4 -0.3 0.2 0.008
C 3.386523 1.383068 1.557701 -1.9 -0.4 -0.9 0.003
C 4.532366 1.652504 2.245728 0.9 0.2 0.2 0.000
C 5.392969 2.672908 1.860345 -0.1 0.2 0.0 0.000
C 5.072967 3.467419 0.775482 -0.8 -0.2 -0.9 0.000
C 3.909054 3.171112 0.041913 -0.5 -0.2 0.4 -0.001
C 3.030999 2.122921 0.408779 1.8 0.6 0.4 0.000
As 1.464545 1.618850 -0.595767 -0.3 0.4 -0.7 0.033
C 0.462547 3.294884 -0.430198 -1.0 -0.6 -0.1 0.004
C 2.174554 1.677444 -2.447583 -0.2 0.5 0.5 0.008
H 3.848467 -1.181776 3.487823 0.7 -0.7 -0.7 0.000
H 2.243578 -1.341371 4.192067 0.2 0.0 0.2 0.000
H 3.268295 0.118486 4.409123 -0.3 0.2 0.2 0.000
H 1.629207 2.064641 3.847224 -0.1 -0.2 0.3 0.001
H 0.100433 1.017580 3.771251 0.9 0.6 -0.6 0.000
H 0.612012 2.173128 2.441035 -0.4 -0.1 0.1 0.000
H 4.814405 1.053919 3.086977 0.0 -0.2 0.4 0.000
H 6.262055 2.857347 2.465868 0.3 0.1 0.0 0.000
H 5.668836 4.304550 0.412370 0.1 -0.3 0.4 0.000
H 3.647792 3.834419 -0.780809 0.1 -0.2 0.0 0.000
H -0.197847 3.280257 0.457877 0.6 0.0 -0.2 0.000
H -0.234630 3.365521 -1.268789 0.2 0.0 -0.1 0.000
H 1.118921 4.145979 -0.450845 0.3 0.3 0.1 0.000
H 2.565627 2.649557 -2.724907 0.0 0.3 0.0 0.001
H 1.437874 1.366241 -3.178446 -0.4 0.0 0.0 0.000
H 2.987028 0.980997 -2.499172 0.5 -0.5 0.1 0.000
C 2.884435 -0.912422 -5.562272 -0.8 -0.5 1.1 0.000
Te 3.908070 -2.101641 -4.028442 -1.3 -0.5 -0.9 0.000
C 5.223931 -0.583723 -3.552217 1.3 1.1 0.4 0.000
H 3.463481 -0.862228 -6.454589 0.5 0.0 -0.5 0.000
H 2.793116 0.049934 -5.071863 0.0 0.2 -0.2 0.000
H 1.861690 -1.277310 -5.787558 0.7 0.0 0.2 0.000
H 4.905208 0.384430 -3.962751 -0.1 -0.4 0.1 0.000
H 6.223557 -0.790501 -3.953307 -0.3 0.0 0.1 0.000
H 5.308706 -0.478036 -2.462775 0.0 0.0 -0.3 0.000
N -1.278558 -0.168244 0.302474 0.8 -0.4 0.3 0.053
P -2.614945 0.459952 -0.038742 -1.3 0.0 0.2 0.034
C -3.089641 0.533289 -1.817946 -0.4 0.5 0.3 0.006
C -2.388287 1.399427 -2.658998 0.9 -0.6 0.7 0.001
C -2.597782 1.332973 -4.004506 0.5 -0.1 -1.3 0.000
C -3.544481 0.496654 -4.606169 -0.4 1.0 0.8 0.001
C -4.402577 -0.171086 -3.762302 0.3 -0.5 0.9 0.000
C -4.137311 -0.179281 -2.374299 -0.4 -0.4 -0.2 0.002
C -2.821930 2.203781 0.503154 0.2 -0.8 0.1 0.005
C -3.209214 3.267464 -0.285644 0.1 1.3 0.4 0.001
C -3.154189 4.593552 0.209415 -0.3 -0.4 -0.9 0.000
C -2.765756 4.811280 1.511108 -0.2 -0.9 0.0 0.001
C -2.416926 3.715366 2.314363 -0.3 0.4 -0.3 0.000
C -2.430208 2.427774 1.829125 0.0 0.4 0.2 0.001
C -4.087444 -0.367652 0.782302 0.9 -0.1 -0.4 0.004
C -3.950386 -1.718332 1.126792 0.7 0.9 -0.7 0.001
C -4.960425 -2.389668 1.767947 0.1 -1.3 1.0 0.000
C -6.078395 -1.709376 2.235888 -0.3 -0.1 -0.6 0.000
C -6.232737 -0.388972 1.863826 -0.3 0.7 -0.4 0.000
C -5.264754 0.264923 1.094664 -0.7 0.4 0.4 0.001
H -1.591362 2.017969 -2.229115 -0.3 -0.1 -0.3 0.000
H -1.953956 1.881465 -4.662423 0.2 0.5 -0.2 0.000
H -3.715084 0.566270 -5.669555 0.1 -0.3 -0.1 0.000
H -5.234863 -0.745676 -4.136122 -0.1 -0.1 -0.1 0.000
H -4.762010 -0.760890 -1.699438 0.0 0.0 -0.3 0.000
H -3.569179 3.169419 -1.293230 0.0 -0.4 -0.2 0.000
H -3.447630 5.409053 -0.482253 0.2 -0.5 0.7 0.000
H -2.849814 5.773704 1.945183 0.2 0.9 0.3 0.000
H -2.197837 3.869314 3.348322 0.2 0.2 0.5 0.000
H -2.171106 1.635428 2.533157 0.0 -0.1 -0.5 0.000
H -2.987441 -2.120530 0.824896 -0.2 -0.5 0.2 0.000
H -4.877703 -3.465109 2.022879 0.1 0.7 -0.3 0.000
H -6.850062 -2.262344 2.765219 0.1 0.3 0.0 0.000
H -7.119716 0.204281 2.080706 0.0 -0.4 0.3 0.000
H -5.492704 1.287063 0.793534 0.3 -0.1 0.0 0.000
```
Forces are in eV/Å.

Calculated values
- Total charge: +1
- F_max: 0.0424 hartree/bohr
- Energy above the lowest of the compared OMol25 structures with the same formula, charge and spin: 0.0 kJ/mol
- HOMO energy (spin up / spin down): -8.902 / -9.920 eV
- Spin multiplicity: 4
- Orbital gap (spin up / spin down): 6.991 / 8.006 eV

***

What is the formula in the first record?
C36H55AlBF5MgN4O10

***

What is the total charge in the first record?
+2

***

Among the records above, which one has the highest F_max?
C36H55AlBF5MgN4O10

***

Which of these has the lowest total charge?
C36H55As2N5PTeV